(1)
Here is the ion C2H6N3O2 with charge +1 in a non-equilibrium geometry from the OMol25 dataset. Energies are from ωB97M-V/def2-TZVPD.

Results
Lowest unoccupied orbital energy in eV: -5.1
2S+1: 1
E_HOMO in eV: -13.44
Energy in a.u.: -394.16991
Energy relative to the best compared isomer or geometry (same formula, charge and spin) in kJ/mol: 292.8
Maximum force in Eh/bohr: 0.1110
Total charge: +1

CARTESIAN COORDINATES (ANGSTROEM)
C1 -1.22249 -0.24994 -0.02557
C2 2.16739 0.33733 -0.34830
N1 -0.11771 0.66510 -0.33387
N2 -0.88048 -1.45289 0.08661
N3 -2.34190 0.33199 0.26451
O1 0.99236 0.05939 0.16517
O2 3.10269 -0.30999 0.19304
H1 2.51755 1.07909 -1.13603
H2 0.12431 1.26695 -1.16608
H3 -1.61211 -2.13284 0.35588
H4 -2.54109 1.32616 0.09062
H5 -3.02811 0.02202 0.98159
H6 2.83958 -0.94237 0.87243

Atoms 1-3, force components in eV/Å:
C 2.217 -1.508 -0.318
C -1.634 -0.563 1.174
N -0.843 1.936 -0.701

---

(2)
Here is a structure of composition C2H6N3O2 in a non-equilibrium geometry from the OMol25 dataset. Energies are from ωB97M-V/def2-TZVPD.

Results
Lowest unoccupied orbital energy in eV: -3.5
2S+1: 1
E_HOMO in eV: -14.97
Energy in a.u.: -394.20293
Energy relative to the best compared isomer or geometry (same formula, charge and spin) in kJ/mol: 206.1
Maximum force in Eh/bohr: 0.0872
Total charge: +1

CARTESIAN COORDINATES (ANGSTROEM)
C1 1.51084 -0.03614 -0.04521
C2 -1.19542 -0.03292 -0.51877
N1 -0.35411 0.15851 0.57121
N2 2.15712 1.04742 0.02627
N3 -0.86344 -1.15321 0.43232
O1 1.64625 -1.12806 -0.37242
O2 -2.41289 0.45285 -0.33323
H1 -1.01386 -0.11551 -1.50933
H2 1.82259 1.94122 0.27514
H3 3.07010 1.12910 -0.40173
H4 -1.56066 -1.34836 1.15186
H5 -0.26053 -1.85534 0.23916
H6 -2.54599 0.94044 0.48474

Atoms 1-3, force components in eV/Å:
C -3.898 -0.373 1.032
C -1.657 0.711 3.860
N 4.141 1.652 -0.471

---

(3)
Here is a structure of composition C2H6N3O9V in a non-equilibrium geometry from the OMol25 dataset. Energies are from ωB97M-V/def2-TZVPD.

Results
Lowest unoccupied orbital energy (alpha / beta) in eV: -7.1 / -8.8
2S+1: 2
E_HOMO (alpha / beta) in eV: -13.66 / -13.61
Energy in a.u.: -1864.46884
Maximum force in Eh/bohr: 0.1242
Total charge: +1

CARTESIAN COORDINATES (ANGSTROEM)
O1 0.62321 4.84009 -1.24164
V1 0.31913 3.35155 -1.88920
O2 -0.97516 3.61423 -2.83702
N1 -0.19920 0.16376 -0.89877
O3 0.47816 -0.74507 -1.38245
O4 -1.02026 -0.09999 -0.01695
O5 -0.18686 1.25371 -1.31008
C1 -2.67325 -4.26488 -0.58728
N2 -1.39213 -3.58082 -0.22038
O6 -0.49089 -3.50377 -1.02158
O7 -1.30652 -3.13257 0.92465
H1 -3.41483 -3.70004 -0.02238
H2 -2.56978 -5.34087 -0.44715
H3 -3.06688 -3.99242 -1.56653
C2 2.90161 2.12104 1.88126
N3 1.45105 2.28888 1.67686
O8 1.09437 2.92166 0.71071
O9 0.65705 1.54812 2.31923
H4 3.49947 2.92591 1.45365
H5 3.20517 1.13892 1.51878
H6 3.06657 2.19249 2.95633

Atoms 1-3, force components in eV/Å:
O -0.680 -4.931 -2.209
V -3.289 5.463 0.339
O 3.748 -1.022 2.494

---

(4)
Here is an isolated molecule of C2H6N3P in a non-equilibrium geometry from the OMol25 dataset. Energies are from ωB97M-V/def2-TZVPD.

Results
Lowest unoccupied orbital energy in eV: 1.0
2S+1: 1
E_HOMO in eV: -8.60
Energy in a.u.: -585.41339
SMILES string: NP1N=CCN1
Energy relative to the best compared isomer or geometry (same formula, charge and spin) in kJ/mol: 0.0
Maximum force in Eh/bohr: 0.0477

CARTESIAN COORDINATES (ANGSTROEM)
C1 0.02510 0.85131 -1.34736
C2 0.90231 -0.32861 -1.08540
N1 -1.03393 0.92016 -0.66691
N2 0.44268 -0.89848 0.17448
N3 -1.10564 0.13032 1.89729
P1 -1.25176 -0.49600 0.37154
H1 0.35237 1.61076 -1.98186
H2 0.91019 -0.88614 -1.98985
H3 1.85661 0.14686 -1.02192
H4 1.11686 -0.67701 0.93403
H5 -0.24220 -0.22593 2.35746
H6 -1.97258 -0.14725 2.35851

Atoms 1-3, force components in eV/Å:
C -1.214 -1.244 1.731
C 0.059 1.463 0.598
N -0.923 0.436 0.019

---

(5)
Here is a structure of composition C2H6N3S in a non-equilibrium geometry from the OMol25 dataset. Energies are from ωB97M-V/def2-TZVPD.

Results
Lowest unoccupied orbital energy (alpha / beta) in eV: -6.8 / -6.8
2S+1: 1
E_HOMO (alpha / beta) in eV: -14.46 / -14.46
Energy in a.u.: -641.89172
Energy relative to the best compared isomer or geometry (same formula, charge and spin) in kJ/mol: 325.6
Maximum force in Eh/bohr: 0.0814
Total charge: +1

CARTESIAN COORDINATES (ANGSTROEM)
C1 0.54654 -1.26645 1.71321
C2 0.24502 -1.03449 -0.41692
N1 0.15289 -1.85554 0.71381
N2 0.79247 0.20528 -0.21757
N3 -0.89416 1.66985 -0.79860
S1 1.26650 0.35970 1.23954
H1 0.36780 -1.59024 2.71818
H2 0.99726 -1.59142 -1.11696
H3 -0.58713 -0.84104 -1.06001
H4 -0.90037 2.28158 0.00435
H5 -1.84824 1.74198 -1.37263
H6 -0.13858 1.92078 -1.40642

Atoms 1-3, force components in eV/Å:
C 0.568 1.160 1.809
C 1.613 -2.515 -2.928
N -1.940 -0.637 -1.227

---

(6)
Here is an isolated molecule of C2H6N4 in a non-equilibrium geometry from the OMol25 dataset. Energies are from ωB97M-V/def2-TZVPD.

Results
Lowest unoccupied orbital energy in eV: 0.9
2S+1: 1
E_HOMO in eV: -9.19
Energy in a.u.: -298.72789
SMILES string: [H]/N=C(/N)NN=C
Energy relative to the best compared isomer or geometry (same formula, charge and spin) in kJ/mol: 317.7
Maximum force in Eh/bohr: 0.1323

CARTESIAN COORDINATES (ANGSTROEM)
C1 -0.88502 0.36253 0.32448
C2 2.24578 -0.93652 -0.58785
H1 -2.45653 1.44342 -0.22144
H2 -1.10716 1.62359 -1.05308
H3 -0.17651 -0.26848 2.08671
H4 0.11752 0.16025 -1.49465
H5 2.41182 -0.59504 -1.62920
H6 2.83274 -1.56460 -0.14902
N1 -1.74892 0.88167 -0.56048
N2 -1.05150 0.12804 1.49964
N3 0.27475 0.17879 -0.48935
N4 1.12759 -0.81066 0.12747

Atoms 1-3, force components in eV/Å:
C 2.556 -0.393 -3.159
C -6.335 2.430 -0.499
H -2.080 0.857 1.409

---

(7)
Here is a structure of composition C2H6N4 in a non-equilibrium geometry from the OMol25 dataset. Energies are from ωB97M-V/def2-TZVPD.

Results
Lowest unoccupied orbital energy in eV: 0.9
2S+1: 1
E_HOMO in eV: -8.31
Energy in a.u.: -298.70428
Energy relative to the best compared isomer or geometry (same formula, charge and spin) in kJ/mol: 379.7
Maximum force in Eh/bohr: 0.0640

CARTESIAN COORDINATES (ANGSTROEM)
C1 0.30535 -0.39596 -0.00172
C2 -0.76941 1.73635 0.54528
N1 0.52698 -1.14209 1.04405
N2 0.62213 -1.34072 -0.91795
N3 0.70460 -2.27519 0.12874
N4 0.03340 0.89287 -0.34552
H1 -1.80047 1.29815 0.62818
H2 -0.20795 1.83712 1.41818
H3 -1.06611 2.80614 0.19890
H4 0.02425 -1.67139 -1.59272
H5 1.69104 -2.75713 0.25759
H6 -0.06381 1.01184 -1.36302

Atoms 1-3, force components in eV/Å:
C 0.279 0.000 0.067
C -2.419 0.774 -2.093
N -0.085 0.367 1.046

---

(8)
Here is a structure of composition C2H6N4 in a non-equilibrium geometry from the OMol25 dataset. Energies are from ωB97M-V/def2-TZVPD.

Results
Lowest unoccupied orbital energy (alpha / beta) in eV: 0.7 / 0.7
2S+1: 1
E_HOMO (alpha / beta) in eV: -7.15 / -7.15
Energy in a.u.: -298.67660
Energy relative to the best compared isomer or geometry (same formula, charge and spin) in kJ/mol: 452.4
Maximum force in Eh/bohr: 0.0210

CARTESIAN COORDINATES (ANGSTROEM)
N1 -0.00076 -1.24336 0.18400
C1 0.44267 -0.02355 -0.16699
N2 1.80850 0.20902 -0.07540
C2 -0.60419 0.97302 -0.18540
N3 -1.24013 -1.35898 0.69682
N4 -1.94592 -0.30686 0.24956
H1 0.64471 -1.99937 0.38174
H2 2.12518 1.09156 -0.43974
H3 2.27132 -0.05185 0.78719
H4 -2.05254 -0.40564 -0.76096
H5 -0.37842 1.84142 0.44480
H6 -1.07043 1.27460 -1.11562

Atoms 1-3, force components in eV/Å:
N -0.056 0.774 -0.111
C -0.159 -0.657 0.061
N 0.027 -0.044 0.033

---

(9)
Here is an isolated molecule of C2H6N4O in a non-equilibrium geometry from the OMol25 dataset. Energies are from ωB97M-V/def2-TZVPD.

Results
Lowest unoccupied orbital energy in eV: 0.6
2S+1: 1
E_HOMO in eV: -9.16
Energy in a.u.: -374.09438
SMILES string: [H]/N=C(\N)NC(N)=O
Energy relative to the best compared isomer or geometry (same formula, charge and spin) in kJ/mol: 42.0
Maximum force in Eh/bohr: 0.1241

CARTESIAN COORDINATES (ANGSTROEM)
C1 -1.02667 -0.45648 0.02659
C2 1.47613 -0.48726 0.01068
H1 -1.93080 1.24366 -0.29022
H2 -0.55364 1.42349 0.70750
H3 -2.91583 -0.60669 -0.00661
H4 0.24713 -1.96697 -0.24144
H5 1.07906 1.47264 -0.49624
H6 2.60544 1.10390 0.03063
N1 -1.06419 0.90224 -0.00646
N2 -2.06877 -1.20483 0.11139
N3 0.13311 -1.05047 -0.00968
N4 1.62267 0.88348 0.10393
O1 2.39636 -1.25671 0.05993

Atoms 1-3, force components in eV/Å:
C -3.831 -0.583 0.693
C -1.890 -0.377 0.349
H -1.447 0.811 0.035

---

(10)
Here is a structure of composition C2H6N4O in a non-equilibrium geometry from the OMol25 dataset. Energies are from ωB97M-V/def2-TZVPD.

Results
Lowest unoccupied orbital energy (alpha / beta) in eV: -0.2 / -0.2
2S+1: 1
E_HOMO (alpha / beta) in eV: -9.16 / -9.14
Energy in a.u.: -373.85688
Energy relative to the best compared isomer or geometry (same formula, charge and spin) in kJ/mol: 665.5
Maximum force in Eh/bohr: 0.0806

CARTESIAN COORDINATES (ANGSTROEM)
C1 2.01622 -0.38371 -0.42226
C2 -2.38236 0.47593 0.18499
N1 1.67196 1.01645 -0.38779
N2 0.72415 1.17249 0.29874
N3 0.98777 -1.02308 0.44598
N4 0.15837 -0.02311 0.75960
O1 -1.18755 0.16178 -0.45985
H1 2.25155 -0.65909 -1.47298
H2 3.03604 -0.55207 0.08132
H3 -2.01580 1.29154 0.87660
H4 -2.73117 -0.39326 0.69178
H5 -3.03982 0.77289 -0.57743
H6 0.51063 -1.85674 -0.01869

Atoms 1-3, force components in eV/Å:
C 2.644 -1.001 -0.029
C 3.005 0.809 1.747
N 3.451 -0.877 -1.516

---

> The highest energy belongs to which entry?

number 8